ORCA calculation (ωB97M-V with the def2-TZVPD basis set) on a 11-piece molecular cluster, C66H165N11O22 overall at a distorted geometry.

Properties
Structure (SMILES): COCCNCCOC.COCCNCCOC.COCCNCCOC.COCCNCCOC.COCCNCCOC.COCCNCCOC.COCCNCCOC.COCCNCCOC.COCCNCCOC.COCCNCCOC.COCCNCCOC
ΔE to the lowest compared entry with this formula, charge and spin (eV): 5.067
E_tot (eV): -132534.8039
HOMO energy (eV): -8.18
Gap between HOMO and LUMO (hartree): 0.3238

XYZ file:
```
264
Properties=species:S:1:pos:R:3:forces:R:3
C -4.325450 -4.505417 3.915481 0.9 -0.2 1.0
O -3.039202 -3.921886 3.703371 -0.5 0.1 -2.0
C -2.962537 -3.206560 2.414285 0.4 0.1 1.6
C -1.490208 -2.824446 2.268967 0.7 0.7 -0.8
N -1.149422 -2.118147 0.996705 -1.5 -0.9 0.6
C -1.326250 -2.913194 -0.224222 0.0 1.0 0.0
C -0.288352 -4.000796 -0.507534 -0.5 0.6 -0.3
O 0.380851 -3.685781 -1.732218 0.2 -0.4 0.2
C 1.465211 -2.765587 -1.605656 0.1 -0.9 0.2
H -4.930124 -3.818525 4.507634 -0.5 0.2 -0.5
H -4.173165 -5.348900 4.588878 0.1 -0.2 0.0
H -4.787510 -4.921455 3.020208 -0.1 0.4 -0.2
H -3.570254 -2.303390 2.469720 0.0 0.3 0.2
H -3.428471 -3.753676 1.594728 0.5 -0.6 0.0
H -0.806325 -3.643454 2.491752 -0.2 -0.9 -0.4
H -1.193274 -2.156137 3.077230 -0.5 0.4 0.1
H -0.214668 -1.747700 1.092131 0.1 0.0 -0.1
H -1.343802 -2.214129 -1.060346 0.8 0.3 -0.2
H -2.351564 -3.249810 -0.377604 -0.2 -0.5 0.9
H -0.810558 -4.952421 -0.606606 0.3 -0.2 -0.5
H 0.377160 -4.110219 0.348740 0.4 0.1 0.0
H 1.829252 -2.580359 -2.616236 -0.3 0.3 0.0
H 2.304910 -3.248678 -1.106020 0.0 -0.1 0.4
H 1.204767 -1.854317 -1.067291 -0.2 0.2 -0.2
C 6.894242 -3.523544 4.050648 -1.6 0.4 -0.5
O 6.395972 -2.668727 3.028261 1.0 1.2 0.0
C 6.532138 -1.258837 3.296576 -0.8 -0.3 -0.8
C 6.369583 -0.519024 1.947970 0.7 -0.5 1.6
N 6.155748 0.891841 2.219832 -1.1 -0.4 -0.8
C 6.009618 1.682648 0.993237 -0.6 0.7 0.9
C 4.616570 1.550837 0.356527 0.1 -1.2 0.2
O 4.600432 0.381869 -0.475851 0.0 1.1 -0.4
C 3.507369 0.404474 -1.375968 0.5 -1.6 -0.2
H 7.973784 -3.668838 4.010814 0.0 0.1 0.1
H 6.313905 -4.424986 3.853931 0.6 -0.5 0.3
H 6.506737 -3.119654 4.985960 0.5 -0.2 0.5
H 7.436350 -0.923623 3.804630 0.7 -0.6 -0.2
H 5.759708 -0.948845 4.000403 -0.6 0.0 0.0
H 5.586134 -1.018980 1.378459 -0.3 0.5 0.1
H 7.290166 -0.701148 1.393482 0.3 0.0 -0.3
H 6.738923 1.256800 2.959303 0.2 0.1 -0.5
H 6.802198 1.464669 0.277423 -0.1 -0.2 -0.4
H 6.105456 2.742596 1.228676 0.2 0.1 0.3
H 4.293585 2.456229 -0.157321 0.4 0.1 -0.6
H 3.803284 1.398268 1.066023 0.3 0.1 0.7
H 3.745931 -0.372562 -2.102197 0.1 0.1 -0.4
H 3.387075 1.346830 -1.910376 -0.2 0.2 0.3
H 2.604927 0.003376 -0.914635 -0.1 0.7 0.0
C -4.196812 -0.839655 -1.596728 0.2 0.4 -0.3
O -5.007498 0.040194 -2.352620 -1.3 -1.4 0.3
C -4.395886 1.132320 -2.974205 1.7 -1.7 0.5
C -5.286700 1.777968 -3.960833 -1.5 -0.9 1.6
N -4.625940 2.955305 -4.340946 -0.6 2.2 0.3
C -5.433907 3.864407 -5.130292 1.2 1.0 0.3
C -6.631615 4.527190 -4.470693 0.4 -0.7 -0.5
O -7.713742 3.634313 -4.565151 -1.7 0.6 -1.0
C -8.376695 3.644847 -5.853621 0.0 -0.9 0.5
H -3.669373 -0.370347 -0.766274 0.2 0.5 0.0
H -3.460364 -1.298025 -2.256757 0.2 -0.3 0.0
H -4.796766 -1.607715 -1.108618 -0.4 0.0 -0.5
H -3.525384 0.800950 -3.540349 0.8 -0.2 0.4
H -4.112102 1.761974 -2.130933 0.3 0.9 -0.5
H -6.166420 1.804436 -3.317811 -0.7 1.4 -0.4
H -5.648788 1.187317 -4.802341 0.4 -0.7 -0.3
H -3.860744 2.684003 -4.941755 0.1 0.0 0.4
H -5.676262 3.357559 -6.064344 -0.7 0.2 -0.4
H -4.787585 4.703279 -5.388518 0.4 0.0 -0.3
H -6.804176 5.493392 -4.944790 -0.4 0.0 -0.5
H -6.485736 4.809004 -3.427902 0.3 -0.6 0.2
H -7.762547 3.270811 -6.672778 0.4 -0.2 0.1
H -8.785455 4.577984 -6.241265 0.2 0.6 0.7
H -9.214817 2.955010 -5.754732 0.0 0.0 0.1
C 4.946753 -3.155765 -1.701584 1.2 0.0 -0.1
O 4.553300 -4.240330 -0.903983 -0.8 0.1 2.1
C 4.707339 -4.052803 0.549943 0.2 -2.4 -0.3
C 4.230476 -5.400762 1.332063 -0.3 2.2 -0.8
N 2.833848 -5.666671 1.051882 -1.3 0.2 0.3
C 2.208003 -6.754676 1.845600 0.5 0.8 -0.1
C 1.975953 -6.375923 3.303815 1.0 -0.5 0.6
O 3.203456 -6.316049 4.045349 0.4 0.1 0.2
C 2.950973 -5.977090 5.410345 -0.5 0.1 -0.5
H 6.035701 -3.184295 -1.740071 0.3 0.0 -0.5
H 4.761358 -2.132403 -1.375281 -0.7 -0.1 0.6
H 4.516577 -3.281383 -2.695194 0.1 -0.1 0.0
H 4.225635 -3.148873 0.922730 -0.6 -0.1 -0.2
H 5.749041 -3.934407 0.848144 0.4 0.0 -0.4
H 4.337729 -5.145152 2.386234 0.2 -0.2 0.0
H 4.787044 -6.303835 1.081469 0.8 0.3 0.0
H 2.795285 -5.900886 0.070166 -0.3 0.0 -0.2
H 2.794524 -7.659406 1.685694 0.1 -0.4 0.7
H 1.202530 -7.004221 1.506705 0.0 0.3 -0.6
H 1.346761 -7.104813 3.814622 -0.2 -0.4 -0.2
H 1.433215 -5.436486 3.408647 0.1 0.4 -0.3
H 3.810442 -5.872990 6.072601 0.6 -0.2 -0.8
H 2.331443 -6.748620 5.867517 -0.4 0.2 0.0
H 2.455272 -5.006361 5.416984 -0.3 -0.2 0.2
C 0.992602 -2.916697 10.572528 0.2 -1.4 -1.0
O 0.501606 -3.363307 9.264338 -0.3 0.6 1.8
C 1.518148 -3.463974 8.294300 -0.9 0.2 -1.0
C 0.774846 -3.559608 6.924239 0.1 -1.0 0.5
N 0.206729 -4.912904 6.708502 0.4 0.2 0.5
C -0.930555 -4.960297 5.811020 -1.0 -1.3 0.5
C -1.586792 -6.386020 5.851348 1.3 0.9 -0.5
O -2.248747 -6.567330 7.072753 -1.0 -0.5 0.7
C -2.762165 -7.895845 7.178692 0.8 -0.5 0.3
H 0.274847 -3.064581 11.379411 -0.6 0.2 -0.6
H 1.348689 -1.886607 10.557609 0.0 0.0 -0.1
H 1.776727 -3.624361 10.841707 0.6 0.3 0.1
H 2.140807 -4.343613 8.457442 0.1 -0.3 0.0
H 2.162032 -2.586030 8.346573 0.1 0.2 -0.2
H 1.449236 -3.381398 6.086669 0.2 0.4 0.0
H -0.023142 -2.817180 6.913956 0.0 0.3 0.0
H -0.063076 -5.316766 7.594056 -0.1 0.1 0.2
H -0.608038 -4.718233 4.798348 -0.2 0.0 -0.1
H -1.749962 -4.319942 6.137544 0.0 0.7 -0.2
H -0.756760 -7.084508 5.745223 0.1 -0.5 0.1
H -2.271715 -6.576305 5.025053 -0.1 0.3 -0.2
H -1.914369 -8.568566 7.308216 0.2 -0.3 -0.5
H -3.369953 -8.225041 6.335883 0.1 0.3 -0.4
H -3.347349 -8.146554 8.063455 -0.2 1.2 0.3
C 2.596615 4.070544 1.795256 -0.1 0.6 0.0
O 2.925125 5.031950 0.786853 -0.2 0.0 -0.3
C 2.018898 5.011955 -0.336532 1.2 -1.9 -0.4
C 2.555890 5.765452 -1.511075 0.0 1.0 -0.7
N 3.675815 5.188489 -2.271530 -0.7 -0.5 0.9
C 4.071790 6.137346 -3.299198 -1.2 -0.3 0.8
C 5.306376 5.705844 -3.931487 2.0 -0.1 -1.5
O 6.442882 5.905194 -3.126737 0.9 1.9 0.5
C 6.811795 7.316262 -3.133792 -0.1 -0.1 1.2
H 2.429255 3.078873 1.374927 -0.4 0.1 -0.1
H 1.763937 4.458907 2.381711 -0.6 -0.3 -0.2
H 3.375017 3.965214 2.550974 0.6 0.3 -0.4
H 0.966563 5.197068 -0.121052 0.1 0.6 0.4
H 2.048326 4.016909 -0.780505 -0.3 -0.8 0.5
H 2.797142 6.786401 -1.215165 0.0 0.4 0.0
H 1.788305 5.789736 -2.284584 -0.6 0.3 0.4
H 4.420542 4.952753 -1.631283 0.5 0.2 -0.1
H 4.151498 7.131888 -2.860309 0.1 0.4 -0.2
H 3.287567 6.177957 -4.055144 -0.3 0.0 -0.1
H 5.572461 6.248791 -4.838409 -0.8 0.2 -0.5
H 5.296263 4.654831 -4.220203 -0.2 -0.1 0.3
H 6.071501 8.024687 -2.762055 -0.8 -0.5 0.4
H 7.030465 7.813582 -4.078758 0.5 -1.0 -0.6
H 7.615131 7.463940 -2.412039 0.3 -0.4 -0.4
C -0.096152 -2.696351 -6.832582 0.1 0.9 -0.1
O -0.765748 -3.703797 -6.123703 -0.2 0.2 0.6
C -1.126535 -3.217621 -4.811275 1.3 -1.1 0.5
C -1.870269 -4.276303 -4.001149 -0.6 0.7 -1.2
N -3.123657 -4.397835 -4.724283 -1.0 -1.0 0.6
C -4.079554 -5.296658 -4.059978 -0.4 1.1 0.3
C -4.956511 -4.515620 -3.052176 -0.3 -0.9 -0.3
O -5.845237 -5.514861 -2.512401 0.7 0.9 -0.3
C -7.145776 -5.053222 -2.250571 0.1 -1.0 -0.1
H 0.362456 -3.027674 -7.764251 -0.5 -0.5 0.0
H 0.708019 -2.196720 -6.292418 0.4 -0.4 0.6
H -0.756092 -1.849613 -7.021299 -0.5 0.0 -0.4
H -1.767917 -2.337961 -4.865269 0.0 0.1 -0.2
H -0.197648 -3.009421 -4.280305 0.1 0.4 0.0
H -2.054615 -3.883131 -3.001395 0.1 0.0 0.0
H -1.420146 -5.267231 -3.941461 0.7 0.2 0.2
H -2.876832 -4.771209 -5.629694 -0.2 0.0 -0.2
H -3.672413 -6.171557 -3.553139 0.5 -0.1 0.0
H -4.789772 -5.679242 -4.792999 0.0 0.0 -0.1
H -5.437311 -3.725250 -3.628596 -0.7 -0.1 -0.1
H -4.509576 -3.959025 -2.228432 0.8 -0.3 0.1
H -7.528642 -4.570829 -3.149909 -0.3 0.3 0.2
H -7.219516 -4.450802 -1.345168 0.1 0.4 -0.1
H -7.700076 -5.973572 -2.066693 -0.4 0.1 0.0
C -4.706411 4.433237 5.106215 0.6 1.3 0.3
O -3.425917 4.401439 5.734756 -0.6 -0.6 -0.6
C -2.451119 3.598757 5.054639 -0.4 0.5 0.8
C -1.253713 3.697693 5.982485 1.8 0.7 -0.6
N -0.034547 3.025385 5.458172 -0.4 -1.3 0.7
C 1.167121 3.326750 6.226662 0.9 1.3 -0.8
C 2.456134 2.658767 5.706515 -1.2 -0.1 0.6
O 2.507309 1.307593 6.084199 -0.3 -0.5 0.5
C 3.570808 0.607726 5.516011 0.7 -0.3 -0.7
H -4.678236 5.063905 4.217642 0.4 -0.7 -0.9
H -5.334497 5.107418 5.688524 -0.2 -0.7 0.7
H -5.144416 3.446488 4.955972 0.0 0.1 -0.1
H -2.317279 3.940342 4.028239 0.5 0.4 0.0
H -2.768332 2.563909 4.925916 -0.3 -0.3 0.4
H -1.526656 3.459203 7.010462 -0.2 -0.7 0.0
H -0.899690 4.721720 6.101401 -0.5 0.5 -0.4
H -0.136939 2.041510 5.662107 -0.4 -0.6 -0.5
H 1.054126 3.256666 7.308519 0.0 -0.4 0.2
H 1.381613 4.372954 6.008616 0.0 0.4 0.3
H 3.320977 3.167228 6.132673 0.1 0.3 -0.2
H 2.419963 2.727159 4.619261 0.3 0.2 -0.3
H 4.557336 0.702232 5.969824 0.0 0.5 0.9
H 3.770859 0.966168 4.506263 -0.3 -0.3 -0.5
H 3.376593 -0.464815 5.521366 -0.4 0.1 -0.1
C -2.878604 0.411046 -6.168140 0.1 -0.3 -0.3
O -2.799969 1.839989 -5.992442 0.2 -2.0 -0.1
C -2.895579 2.523170 -7.212766 1.1 0.8 -1.0
C -1.562594 2.477092 -7.996312 -0.5 0.1 2.4
N -0.511995 2.973242 -7.061591 0.1 0.2 -2.5
C 0.808571 2.800991 -7.708916 -1.0 -0.4 1.7
C 1.883431 3.111038 -6.698586 1.0 1.1 -1.1
O 2.078676 2.218800 -5.663360 0.1 -1.7 1.3
C 3.210303 2.566822 -4.866334 0.6 0.2 -0.4
H -2.506319 -0.214451 -5.356805 0.2 0.9 0.6
H -2.247251 0.094386 -6.998330 -0.3 0.1 -0.3
H -3.904739 0.067314 -6.298544 -0.2 0.3 -0.4
H -3.101256 3.554322 -6.925464 0.1 0.1 -0.1
H -3.666139 2.223103 -7.922899 -0.5 -0.6 0.4
H -1.747762 3.066238 -8.894487 0.7 0.2 0.0
H -1.329369 1.444142 -8.254634 -0.1 -0.2 -0.5
H -0.552731 2.465608 -6.189388 -0.1 -0.3 0.0
H 0.855594 3.428764 -8.598746 0.2 0.4 0.3
H 0.992738 1.789536 -8.071067 -0.2 -0.5 -0.1
H 1.701269 4.068452 -6.210452 0.2 0.6 -0.6
H 2.798280 3.059900 -7.288953 0.5 0.8 -0.1
H 3.040612 3.420930 -4.210743 -0.4 -0.1 0.3
H 4.087457 2.853258 -5.446547 -0.1 0.3 -0.9
H 3.664645 1.726232 -4.341847 -1.0 -0.3 0.4
C -0.525826 4.665126 -4.406094 0.2 -0.6 1.0
O -0.763231 4.895843 -2.997726 0.1 0.5 -1.7
C -1.536513 6.075005 -2.849026 -0.7 0.5 2.2
C -2.887319 5.751825 -2.185422 1.3 -0.8 -0.2
N -2.697234 5.107022 -0.856526 -1.7 0.7 -0.1
C -4.011900 4.927247 -0.143660 1.4 -0.6 0.6
C -3.798478 4.139263 1.186295 -0.8 -0.2 -0.4
O -3.812844 2.752246 0.884852 0.2 -1.1 -0.7
C -3.881302 1.770181 1.921612 -0.2 1.3 0.4
H 0.090867 5.443592 -4.855299 -0.3 0.4 0.0
H -1.483246 4.521796 -4.907008 0.1 0.1 -0.3
H 0.080290 3.764748 -4.506281 -0.2 -0.2 0.2
H -1.777704 6.682376 -3.721393 0.4 -0.5 -0.6
H -1.004891 6.735077 -2.163619 0.3 0.1 0.1
H -3.314490 5.062596 -2.913831 -0.9 -0.1 0.1
H -3.448984 6.684691 -2.136565 -0.2 -0.1 0.3
H -2.377812 4.165506 -1.034377 0.3 -0.2 -0.1
H -4.753881 4.370221 -0.715745 0.0 -0.3 -0.3
H -4.506750 5.876670 0.060828 0.5 0.3 0.1
H -4.657008 4.375388 1.815007 -0.2 0.0 0.3
H -2.891790 4.381079 1.740854 0.2 0.4 -0.2
H -4.709003 2.006521 2.590299 -0.3 0.0 0.1
H -2.997860 1.767592 2.560057 0.4 0.0 -0.1
H -4.050719 0.765499 1.534273 0.2 0.3 -0.5
C 0.560569 -0.007286 -3.603238 0.3 0.7 -0.2
O 0.369066 0.209338 -2.211522 -0.2 -0.2 -0.7
C -0.031140 1.537397 -1.863192 0.1 -1.0 1.0
C -0.412945 1.470440 -0.361401 1.7 -0.4 -1.6
N 0.805981 1.195888 0.467283 -0.6 1.8 -0.4
C 0.360274 1.171040 1.842504 0.0 -1.5 0.3
C 1.254892 0.306354 2.722611 0.1 -0.6 -0.3
O 1.346006 -1.010189 2.146316 -0.1 0.3 -0.1
C 2.327520 -1.824041 2.749525 0.0 -0.3 -0.3
H 0.862397 -1.032713 -3.816546 -0.1 0.1 0.4
H 1.295895 0.670898 -4.036197 0.5 0.0 0.3
H -0.305500 0.232060 -4.220284 -0.7 -0.2 0.2
H -0.857103 1.875083 -2.489176 -0.3 0.0 0.0
H 0.806454 2.223757 -1.987505 0.1 0.2 -0.1
H -1.106240 0.645072 -0.199499 -0.5 0.1 -0.1
H -0.876154 2.438387 -0.170054 0.1 0.0 0.7
H 1.247335 0.319309 0.228681 -0.5 -0.1 -0.1
H -0.605906 0.670318 1.780362 -0.5 0.0 0.8
H 0.233076 2.152701 2.298841 0.1 0.2 -0.1
H 0.857910 0.168255 3.728302 -0.1 0.4 0.2
H 2.262313 0.716343 2.794184 0.2 0.2 0.0
H 2.143009 -2.015104 3.806673 0.0 0.4 0.3
H 3.315215 -1.395052 2.580573 0.2 0.1 0.3
H 2.310862 -2.817128 2.300535 -0.1 0.1 -0.4
```
Forces are in eV/Å.